No. 1
DFT (ωB97M-V with the def2-TZVPD basis set) results for 15 unconnected molecules or ions with the total composition C60H165N15O15 in a non-equilibrium geometry.

Computed properties:
E_HOMO = -8.17 eV
Total energy = -4334.73356 hartree
Kohn-Sham gap = 0.3216 Eh

Element x y z (Å)
1 C 5.33 -3.72 -1.81
2 C 5.10 -3.59 -0.29
3 C 6.35 -3.93 0.58
4 O 7.48 -3.16 0.23
5 C 8.64 -3.62 0.87
6 N 4.55 -2.29 0.05
7 H 4.42 -3.40 -2.33
8 H 5.57 -4.75 -2.12
9 H 6.15 -3.07 -2.15
10 H 4.34 -4.34 -0.01
11 H 6.59 -5.01 0.44
12 H 6.12 -3.76 1.65
13 H 8.87 -4.66 0.60
14 H 8.53 -3.55 1.98
15 H 9.45 -2.97 0.55
16 H 5.27 -1.57 -0.01
17 H 4.28 -2.36 1.04
18 C -5.65 2.08 1.11
19 C -5.40 3.47 0.60
20 C -6.58 4.06 -0.16
21 O -6.87 3.25 -1.32
22 C -8.07 3.64 -1.97
23 N -5.03 4.31 1.71
24 H -5.91 1.43 0.27
25 H -6.50 2.05 1.81
26 H -4.76 1.68 1.62
27 H -4.54 3.46 -0.10
28 H -6.30 5.09 -0.50
29 H -7.46 4.16 0.50
30 H -8.24 2.99 -2.82
31 H -8.00 4.69 -2.32
32 H -8.93 3.56 -1.29
33 H -5.72 4.24 2.45
34 H -5.02 5.30 1.43
35 C -5.07 -1.49 -0.78
36 C -5.63 -0.46 -1.73
37 C -5.48 -0.79 -3.25
38 O -6.02 0.26 -4.04
39 C -6.03 0.08 -5.44
40 N -7.04 -0.32 -1.44
41 H -5.26 -1.19 0.25
42 H -4.01 -1.63 -0.92
43 H -5.56 -2.47 -0.95
44 H -5.13 0.51 -1.55
45 H -6.00 -1.75 -3.48
46 H -4.41 -0.94 -3.51
47 H -5.01 0.20 -5.85
48 H -6.68 0.84 -5.87
49 H -6.40 -0.93 -5.70
50 H -7.49 -1.20 -1.73
51 H -7.41 0.39 -2.10
52 C 0.94 3.81 -6.67
53 C 1.06 2.41 -6.09
54 C 0.13 2.31 -4.89
55 O 0.15 3.34 -3.90
56 C 1.26 3.42 -3.03
57 N 0.64 1.36 -7.01
58 H 1.43 4.48 -5.97
59 H -0.10 4.12 -6.75
60 H 1.44 3.92 -7.65
61 H 2.11 2.27 -5.74
62 H 0.25 1.30 -4.42
63 H -0.89 2.37 -5.29
64 H 2.09 3.99 -3.47
65 H 1.61 2.42 -2.73
66 H 0.92 3.96 -2.13
67 H 0.69 0.44 -6.59
68 H 1.22 1.39 -7.85
69 C -4.75 -4.87 1.70
70 C -4.63 -4.15 3.05
71 C -4.12 -2.75 2.87
72 O -2.80 -2.74 2.39
73 C -2.47 -1.74 1.45
74 N -5.93 -4.01 3.73
75 H -4.82 -5.95 1.82
76 H -3.87 -4.67 1.10
77 H -5.63 -4.53 1.14
78 H -3.93 -4.71 3.70
79 H -4.18 -2.19 3.82
80 H -4.80 -2.25 2.14
81 H -2.92 -0.77 1.68
82 H -2.76 -2.03 0.42
83 H -1.38 -1.61 1.49
84 H -6.08 -3.02 3.95
85 H -6.67 -4.25 3.07
86 C 0.21 4.78 1.96
87 C -1.30 5.02 1.89
88 C -1.81 5.77 0.65
89 O -1.39 7.10 0.77
90 C -1.75 7.96 -0.28
91 N -1.94 3.73 1.90
92 H 0.73 5.74 1.84
93 H 0.56 4.10 1.17
94 H 0.51 4.38 2.94
95 H -1.60 5.59 2.79
96 H -2.91 5.67 0.56
97 H -1.35 5.30 -0.25
98 H -1.42 7.56 -1.26
99 H -1.23 8.91 -0.08
100 H -2.84 8.14 -0.32
101 H -2.96 3.87 1.94
102 H -1.69 3.27 1.00
103 C 8.45 0.09 -1.57
104 C 7.38 0.64 -0.61
105 C 5.98 0.90 -1.29
106 O 5.16 1.74 -0.48
107 C 3.87 2.03 -0.97
108 N 7.26 -0.31 0.49
109 H 9.30 -0.28 -1.00
110 H 8.81 0.86 -2.27
111 H 8.05 -0.74 -2.16
112 H 7.73 1.59 -0.19
113 H 5.47 -0.07 -1.45
114 H 6.13 1.38 -2.28
115 H 3.94 2.41 -2.01
116 H 3.45 2.83 -0.35
117 H 3.20 1.16 -0.98
118 H 7.36 -1.27 0.16
119 H 8.02 -0.16 1.14
120 C -1.21 0.32 3.48
121 C -1.51 1.06 4.80
122 C -0.70 0.49 6.04
123 O -0.72 -0.94 6.21
124 C -1.99 -1.63 6.15
125 N -1.34 2.49 4.57
126 H -0.13 0.47 3.25
127 H -1.76 0.76 2.65
128 H -1.39 -0.75 3.53
129 H -2.58 0.91 5.06
130 H -1.02 0.99 6.98
131 H 0.37 0.71 5.86
132 H -2.65 -1.43 7.01
133 H -1.72 -2.69 6.14
134 H -2.51 -1.41 5.22
135 H -0.33 2.68 4.49
136 H -1.72 2.75 3.63
137 C 3.21 -0.66 -4.11
138 C 2.38 -1.94 -4.21
139 C 1.71 -2.28 -2.87
140 O 0.85 -3.47 -2.85
141 C 0.20 -3.60 -1.60
142 N 1.39 -1.69 -5.25
143 H 4.08 -0.77 -3.46
144 H 2.58 0.16 -3.74
145 H 3.57 -0.39 -5.11
146 H 3.07 -2.76 -4.47
147 H 1.11 -1.43 -2.53
148 H 2.49 -2.45 -2.12
149 H 0.92 -3.69 -0.76
150 H -0.37 -4.53 -1.66
151 H -0.47 -2.75 -1.40
152 H 0.61 -2.34 -5.23
153 H 1.83 -1.84 -6.16
154 C -2.72 -2.62 -6.07
155 C -2.05 -3.26 -4.84
156 C -2.82 -4.39 -4.10
157 O -4.12 -4.00 -3.67
158 C -4.73 -4.90 -2.78
159 N -0.66 -3.62 -5.12
160 H -3.81 -2.64 -5.92
161 H -2.49 -3.10 -7.03
162 H -2.41 -1.57 -6.14
163 H -1.99 -2.44 -4.10
164 H -2.23 -4.70 -3.22
165 H -2.90 -5.27 -4.77
166 H -5.71 -4.49 -2.55
167 H -4.15 -4.97 -1.84
168 H -4.85 -5.92 -3.21
169 H -0.58 -4.60 -5.39
170 H -0.15 -3.53 -4.24
171 C 0.93 -4.23 2.60
172 C 0.37 -3.54 3.87
173 C 0.67 -4.31 5.18
174 O 0.41 -5.69 5.12
175 C -0.94 -6.04 4.94
176 N 1.02 -2.24 4.02
177 H 0.66 -3.65 1.69
178 H 0.53 -5.24 2.52
179 H 2.02 -4.29 2.62
180 H -0.73 -3.43 3.76
181 H 0.13 -3.85 6.04
182 H 1.74 -4.22 5.39
183 H -1.04 -7.08 5.20
184 H -1.27 -5.88 3.90
185 H -1.60 -5.45 5.61
186 H 0.74 -1.78 4.89
187 H 0.69 -1.60 3.31
188 C 4.89 -3.88 4.78
189 C 4.85 -2.41 4.40
190 C 6.26 -1.83 4.23
191 O 6.92 -1.55 5.46
192 C 8.10 -0.85 5.14
193 N 4.05 -2.27 3.18
194 H 5.42 -4.04 5.72
195 H 5.38 -4.45 3.99
196 H 3.87 -4.27 4.89
197 H 4.39 -1.83 5.23
198 H 6.20 -0.90 3.63
199 H 6.89 -2.54 3.65
200 H 8.57 -1.25 4.22
201 H 8.81 -0.95 5.96
202 H 7.90 0.22 4.97
203 H 4.24 -1.34 2.76
204 H 3.06 -2.25 3.45
205 C 5.47 2.95 3.25
206 C 4.79 1.58 3.37
207 C 3.34 1.71 3.86
208 O 3.25 2.48 5.04
209 C 4.08 2.02 6.11
210 N 4.67 0.89 2.09
211 H 4.99 3.59 2.50
212 H 6.53 2.84 2.99
213 H 5.41 3.49 4.20
214 H 5.38 0.96 4.06
215 H 2.87 0.71 4.02
216 H 2.76 2.25 3.08
217 H 3.91 0.96 6.36
218 H 3.80 2.64 6.97
219 H 5.15 2.17 5.91
220 H 4.38 1.59 1.42
221 H 5.57 0.57 1.73
222 C -1.60 0.18 -1.89
223 C -1.44 0.93 -0.54
224 C -0.06 0.82 0.11
225 O 0.37 -0.55 0.11
226 C 1.58 -0.81 0.81
227 N -1.69 2.37 -0.75
228 H -2.66 0.05 -2.14
229 H -1.13 -0.80 -1.85
230 H -1.15 0.75 -2.72
231 H -2.21 0.56 0.16
232 H -0.07 1.27 1.12
233 H 0.64 1.41 -0.52
234 H 2.39 -0.16 0.45
235 H 1.89 -1.83 0.59
236 H 1.49 -0.66 1.89
237 H -2.55 2.41 -1.35
238 H -0.94 2.69 -1.38
239 C -4.90 4.05 -4.71
240 C -3.83 3.76 -3.65
241 C -3.62 4.87 -2.58
242 O -3.15 6.10 -3.07
243 C -1.85 5.93 -3.62
244 N -4.12 2.53 -2.94
245 H -5.79 4.54 -4.30
246 H -5.21 3.12 -5.22
247 H -4.50 4.72 -5.48
248 H -2.87 3.60 -4.17
249 H -2.93 4.48 -1.80
250 H -4.59 5.08 -2.12
251 H -1.41 6.92 -3.74
252 H -1.89 5.42 -4.58
253 H -1.21 5.31 -2.96
254 H -5.00 2.66 -2.41
255 H -4.36 1.81 -3.62

These are the Mulliken partial charges, in e, on atoms 1 to 99:
1 C -1.092
2 C 0.257
3 C -0.434
4 O -0.382
5 C -0.865
6 N 1.566
7 H -0.108
8 H 0.511
9 H 0.147
10 H 0.481
11 H 0.607
12 H -0.173
13 H 0.345
14 H 0.216
15 H 0.262
16 H -0.893
17 H -0.472
18 C -1.446
19 C 3.084
20 C -1.694
21 O -0.055
22 C -0.973
23 N -0.609
24 H 0.147
25 H 0.485
26 H 0.126
27 H -1.208
28 H 0.404
29 H 0.494
30 H 0.200
31 H 0.354
32 H 0.292
33 H 0.289
34 H 0.261
35 C -0.804
36 C 2.827
37 C -0.719
38 O -0.349
39 C -0.849
40 N -0.654
41 H 0.127
42 H -0.279
43 H 0.163
44 H -1.490
45 H 0.498
46 H -0.057
47 H 0.271
48 H 0.247
49 H 0.357
50 H 0.433
51 H 0.310
52 C -1.367
53 C 0.882
54 C -0.374
55 O 0.221
56 C -0.885
57 N -0.722
58 H 0.258
59 H 0.251
60 H 0.448
61 H 0.117
62 H -0.438
63 H 0.267
64 H 0.571
65 H -0.084
66 H 0.184
67 H 0.177
68 H 0.297
69 C -1.436
70 C 0.740
71 C -0.842
72 O -0.090
73 C 0.244
74 N -0.705
75 H 0.417
76 H 0.257
77 H 0.342
78 H 0.008
79 H 0.255
80 H 0.293
81 H 0.230
82 H -0.112
83 H -0.262
84 H 0.314
85 H 0.322
86 C -1.436
87 C 0.155
88 C 0.951
89 O -0.469
90 C -0.478
91 N 0.318
92 H 0.529
93 H -0.053
94 H 0.290
95 H 0.495
96 H 0.007
97 H -0.618
98 H 0.072
99 H 0.321

---

No. 2
DFT (ωB97M-V with the def2-TZVPD basis set) results for 7 unconnected molecules or ions with the total composition H14O7 in a non-equilibrium geometry.

Computed properties:
SMILES = O.O.O.O.O.O.O
E_HOMO = -10.96 eV
Total energy = -535.04249 hartree
Kohn-Sham gap = 0.4189 Eh

Element x y z (Å)
1 H -0.61 -0.67 2.23
2 H -1.78 -1.95 2.08
3 H 2.33 0.94 2.26
4 H 1.52 1.81 1.33
5 H -0.60 1.16 1.03
6 H -0.09 1.50 2.51
7 H 1.44 0.64 -3.16
8 H 0.21 -0.07 -2.51
9 H -1.44 -1.32 -3.13
10 H -0.67 -1.73 -1.80
11 H 0.70 1.68 -0.99
12 H 0.31 3.06 -0.33
13 H -0.63 -2.04 0.43
14 H -0.82 -3.29 -0.52
15 O -0.61 -1.66 2.12
16 O 1.85 1.74 2.25
17 O -0.81 0.91 1.99
18 O 0.66 0.85 -2.48
19 O -0.49 -1.39 -2.75
20 O 0.68 2.19 -0.10
21 O -1.14 -2.34 -0.45

Here is what Mulliken gives for the atomic charges, in e:
1 H 0.471
2 H 0.371
3 H 0.314
4 H 0.412
5 H 0.410
6 H 0.405
7 H 0.313
8 H 0.450
9 H 0.336
10 H 0.448
11 H 0.429
12 H 0.270
13 H 0.434
14 H 0.352
15 O -0.853
16 O -0.715
17 O -0.776
18 O -0.787
19 O -0.785
20 O -0.732
21 O -0.766

---

No. 3
DFT (ωB97M-V with the def2-TZVPD basis set) results for a molecular structure, C20H33AlN5OS2 in a non-equilibrium geometry.

Computed properties:
E_HOMO = -17.66 eV
Total energy = -2169.00300 hartree
Charge = +3
Kohn-Sham gap = 0.3300 Eh

Element x y z (Å)
1 Al -0.30 0.30 0.24
2 C 0.02 3.23 0.79
3 C -1.33 3.25 0.07
4 N -1.59 1.90 -0.48
5 C -3.01 1.52 -0.36
6 C -3.39 1.11 1.06
7 S -2.18 -0.05 1.79
8 C -1.46 0.85 3.20
9 C -0.77 2.14 2.82
10 N 0.07 2.01 1.61
11 H 0.83 3.19 0.06
12 H 0.15 4.13 1.40
13 H -2.12 3.52 0.77
14 H -1.31 4.02 -0.70
15 H -1.40 1.97 -1.48
16 H -3.66 2.34 -0.68
17 H -3.19 0.67 -1.02
18 H -3.49 1.96 1.74
19 H -4.35 0.59 1.04
20 H -2.25 1.05 3.93
21 H -0.77 0.12 3.64
22 H -1.52 2.91 2.65
23 H -0.17 2.47 3.67
24 H 1.03 1.91 1.92
25 N 2.79 0.90 0.51
26 C 2.35 0.00 1.47
27 C 3.21 -0.30 2.53
28 C 2.80 -1.20 3.49
29 C 1.55 -1.82 3.34
30 C 0.77 -1.46 2.28
31 N 1.12 -0.53 1.37
32 C 2.36 1.02 -0.79
33 C 3.27 1.42 -1.78
34 C 2.89 1.39 -3.10
35 C 1.59 0.99 -3.42
36 C 0.72 0.74 -2.39
37 N 1.07 0.76 -1.08
38 H 3.75 1.20 0.65
39 H 4.17 0.17 2.60
40 H 3.42 -1.43 4.34
41 H 1.22 -2.56 4.06
42 H -0.21 -1.89 2.13
43 H 4.26 1.73 -1.50
44 H 3.58 1.66 -3.88
45 H 1.27 0.89 -4.44
46 H -0.32 0.49 -2.58
47 C -2.23 -2.37 -3.81
48 C -1.00 -2.53 -2.93
49 S -1.51 -2.47 -1.16
50 O -0.83 -1.12 -0.63
51 C -0.49 -3.80 -0.41
52 C 0.88 -4.05 -0.99
53 H -1.92 -2.25 -4.84
54 H -2.83 -1.51 -3.53
55 H -2.86 -3.26 -3.76
56 H -0.27 -1.75 -3.09
57 H -0.54 -3.50 -3.11
58 H -1.12 -4.68 -0.52
59 H -0.44 -3.55 0.64
60 H 0.84 -4.50 -1.98
61 H 1.39 -4.77 -0.36
62 H 1.49 -3.15 -1.04

Here is what Mulliken gives for the atomic charges, in e:
1 Al -1.157
2 C -0.721
3 C -0.790
4 N 0.021
5 C -0.853
6 C -0.532
7 S -0.082
8 C -0.629
9 C -0.792
10 N 0.038
11 H 0.296
12 H 0.549
13 H 0.348
14 H 0.468
15 H 0.456
16 H 0.520
17 H 0.249
18 H 0.433
19 H 0.555
20 H 0.692
21 H 0.290
22 H 0.341
23 H 0.452
24 H 0.354
25 N 0.181
26 C 0.707
27 C -1.180
28 C -0.535
29 C -1.434
30 C -0.684
31 N 1.158
32 C 0.726
33 C -1.065
34 C -0.615
35 C -1.299
36 C -0.453
37 N 0.865
38 H 0.317
39 H 0.546
40 H 0.495
41 H 0.558
42 H 1.048
43 H 0.527
44 H 0.496
45 H 0.522
46 H 0.947
47 C -1.321
48 C -0.056
49 S 0.110
50 O -0.167
51 C -0.266
52 C -1.214
53 H 0.409
54 H 0.334
55 H 0.398
56 H 0.153
57 H 0.387
58 H 0.597
59 H 0.232
60 H 0.434
61 H 0.403
62 H 0.228

---

No. 4
DFT (ωB97M-V with the def2-TZVPD basis set) results for 2 unconnected molecules or ions with the total composition CH3Cl2OPS in a non-equilibrium geometry.

Computed properties:
E_HOMO (spin up / spin down) = -9.20 / -9.07 eV
Total energy = -1774.95979 hartree
Kohn-Sham gap (spin up / spin down) = 0.2799 / 0.2787 Eh

Element x y z (Å)
1 C -1.72 0.13 -0.21
2 O 2.76 1.59 0.98
3 P -0.92 -1.31 0.69
4 S 2.17 0.65 0.00
5 Cl -0.82 1.63 0.00
6 Cl 3.17 -1.14 -0.15
7 H -2.75 0.20 0.32
8 H -1.68 -0.14 -1.18
9 H -0.21 -1.62 -0.44

Here is what Mulliken gives for the atomic charges, in e:
1 C -0.489
2 O -0.372
3 P 0.065
4 S 0.518
5 Cl -0.149
6 Cl -0.180
7 H 0.272
8 H 0.334
9 H 0.000